1.
{"formula": "C29H58ClFO20P4S", "method": "the ωB97M-V functional and the def2-TZVPD basis", "symbols": ["C", "C", "O", "C", "C", "C", "O", "O", "C", "O", "O", "C", "C", "C", "C", "C", "O", "C", "O", "P", "P", "O", "O", "O", "C", "F", "C", "C", "C", "C", "S", "O", "O", "Cl", "H", "H", "H", "H", "H", "H", "H", "H", "H", "H", "H", "H", "H", "H", "H", "H", "H", "H", "H", "H", "H", "H", "H", "H", "H", "H", "H", "H", "C", "C", "O", "P", "O", "O", "C", "C", "O", "C", "C", "H", "H", "H", "H", "H", "H", "H", "H", "H", "H", "H", "H", "H", "H", "H", "C", "C", "O", "P", "O", "O", "C", "C", "O", "C", "C", "H", "H", "H", "H", "H", "H", "H", "H", "H", "H", "H", "H", "H", "H", "H"], "positions_angstrom": [[-2.959, 1.862, 0.482], [-1.620, 1.807, -0.521], [-1.533, 0.419, -0.991], [-0.481, 0.215, -1.993], [-1.392, -0.268, -3.310], [-2.505, 0.837, -3.781], [-2.418, 1.291, -5.063], [-3.629, 1.358, -2.991], [0.406, 1.483, -2.545], [0.076, 2.637, -3.125], [1.884, 1.276, -2.397], [2.100, 0.250, -1.324], [3.523, -0.571, -1.308], [4.841, 0.372, -0.985], [5.456, 0.149, 0.537], [5.898, -1.425, 0.804], [6.546, -1.566, 2.149], [5.882, -2.750, 2.787], [4.703, -2.694, 3.416], [2.178, 1.339, 0.233], [1.201, 0.459, 1.967], [-0.273, -0.057, 1.732], [2.093, -0.838, 2.735], [1.061, 1.761, 3.167], [0.827, -0.746, -1.605], [1.261, -1.378, -2.908], [0.600, -2.079, -0.685], [-0.907, -2.720, -0.718], [-0.774, -4.222, 0.006], [-1.389, -4.205, 1.525], [-3.261, -4.122, 1.547], [-3.840, -2.710, 1.186], [-3.731, -4.426, 3.003], [-4.065, -5.477, 0.178], [-2.941, 2.835, 1.132], [-2.930, 0.898, 1.172], [-3.945, 1.819, -0.179], [-0.715, 2.087, 0.167], [-1.853, 2.601, -1.364], [-0.741, -0.527, -4.248], [-2.010, -1.215, -2.929], [-3.693, 2.340, -3.254], [3.751, -1.096, -2.354], [3.406, -1.464, -0.527], [4.656, 1.514, -1.241], [5.705, 0.020, -1.724], [6.435, 0.802, 0.598], [4.739, 0.569, 1.385], [4.955, -2.153, 0.852], [6.589, -1.821, -0.062], [6.400, -3.813, 2.682], [1.397, 2.534, -0.116], [2.088, -0.597, 3.729], [0.189, 2.258, 3.024], [0.929, -1.975, 0.440], [1.319, -2.917, -1.141], [-1.610, -2.078, -0.037], [-1.330, -2.941, -1.791], [0.377, -4.513, 0.109], [-1.270, -5.056, -0.647], [-0.951, -5.099, 2.183], [-0.968, -3.218, 2.046], [0.747, 4.380, -8.104], [1.975, 4.108, -8.949], [3.150, 4.574, -8.301], [4.122, 3.531, -7.437], [4.096, 2.420, -8.515], [5.578, 4.184, -7.902], [6.564, 3.382, -8.532], [6.488, 3.554, -10.040], [4.151, 4.773, -6.233], [2.994, 5.069, -5.478], [2.517, 3.883, -4.668], [0.791, 3.820, -7.165], [-0.163, 4.084, -8.640], [0.673, 5.444, -7.853], [2.022, 3.044, -9.194], [1.891, 4.653, -9.894], [6.470, 2.332, -8.238], [7.543, 3.723, -8.179], [5.485, 3.343, -10.421], [7.199, 2.893, -10.543], [6.714, 4.588, -10.316], [2.208, 5.458, -6.126], [3.258, 5.884, -4.795], [2.276, 3.033, -5.312], [1.626, 4.148, -4.091], [3.297, 3.553, -3.976], [-7.555, -2.386, 6.241], [-7.343, -2.236, 7.734], [-6.103, -2.805, 8.130], [-4.753, -1.852, 8.343], [-5.504, -0.750, 9.129], [-4.160, -2.640, 9.680], [-3.920, -1.937, 10.889], [-5.097, -2.112, 11.834], [-3.913, -3.083, 7.464], [-4.146, -3.264, 6.082], [-3.797, -2.034, 5.274], [-6.799, -1.827, 5.684], [-8.544, -2.011, 5.953], [-7.481, -3.437, 5.940], [-7.432, -1.183, 8.012], [-8.131, -2.777, 8.267], [-3.704, -0.882, 10.699], [-3.022, -2.366, 11.348], [-6.039, -1.811, 11.366], [-4.955, -1.523, 12.744], [-5.210, -3.164, 12.110], [-5.174, -3.582, 5.910], [-3.511, -4.096, 5.757], [-4.386, -1.169, 5.591], [-3.982, -2.211, 4.210], [-2.743, -1.774, 5.407]], "atomic_forces_ev_per_a": [[0.3, -0.9, -0.6], [-2.1, 1.2, 2.0], [2.6, 1.7, -1.0], [-0.1, 0.2, -1.7], [-0.7, -0.7, 0.6], [-0.3, 3.2, -6.5], [-0.4, -2.9, 8.2], [3.4, 0.1, -1.5], [0.5, 6.1, -2.5], [1.5, -7.9, 3.8], [-2.7, -1.1, 1.1], [-1.2, -1.4, -0.6], [0.4, -0.2, -1.0], [0.8, -0.7, -0.1], [0.5, 0.4, 0.0], [-1.5, 0.0, -0.5], [-2.4, -3.1, 0.1], [-5.2, 0.8, 2.5], [7.8, 0.0, -4.2], [1.2, 1.1, -0.3], [-6.2, -1.9, 3.0], [4.7, 1.5, 0.3], [-1.2, 4.0, 0.3], [-0.1, -1.5, -2.4], [0.0, -1.5, -0.5], [-1.1, 1.4, 1.8], [0.3, -0.8, -0.2], [0.5, -1.0, 1.0], [0.3, 0.1, 0.1], [2.5, 0.0, -0.5], [-3.9, 5.0, 5.3], [2.8, -5.2, 0.1], [2.1, -0.2, -5.2], [0.8, 0.5, 0.7], [0.0, -1.8, -1.3], [0.0, 2.1, -1.4], [2.2, 0.1, 1.5], [-1.5, -0.6, -1.7], [1.0, -1.9, 1.5], [-1.5, 0.6, 1.9], [1.5, 2.1, -0.9], [0.1, -2.2, 0.0], [-1.0, 1.2, 2.2], [0.1, 2.1, -1.5], [0.3, -2.4, 0.8], [-1.9, 0.7, 1.5], [-1.8, -1.4, -0.1], [1.4, -1.2, -1.8], [1.8, 1.8, -0.5], [-1.1, 0.9, 1.8], [-0.7, 2.5, 0.1], [0.0, -1.4, 0.5], [0.2, -0.6, -2.0], [1.6, -1.4, 0.1], [-0.8, 0.2, -2.2], [-1.4, 2.0, 0.8], [1.1, -1.1, -1.7], [0.9, 0.9, 2.1], [-2.5, 0.6, -0.1], [0.8, 1.6, 1.3], [-1.7, 1.7, -1.5], [-1.6, -1.8, -1.0], [-0.2, 0.1, 0.1], [-0.5, 0.1, -0.4], [-0.9, -0.7, 0.8], [2.2, 6.0, -7.1], [-0.8, -1.4, 4.3], [-0.2, -0.7, 1.7], [0.3, -0.2, -0.4], [-0.1, 0.1, -0.2], [0.1, -3.2, 0.7], [-0.4, 0.1, 0.4], [0.0, 0.2, 0.3], [-0.1, 0.0, 0.0], [0.2, 0.0, 0.1], [0.0, -0.1, -0.1], [0.2, 0.1, 0.1], [0.1, 0.0, 0.1], [-0.1, 0.1, -0.2], [-0.2, 0.1, 0.1], [0.1, -0.1, 0.2], [0.0, 0.0, 0.0], [0.1, -0.1, 0.1], [0.0, -0.1, -0.2], [0.2, -0.1, -0.2], [-0.2, 0.0, -0.1], [0.2, -0.2, -0.1], [-0.1, 0.0, 0.0], [-0.1, -0.1, -0.2], [-0.6, -0.1, -0.1], [0.0, 0.8, -1.2], [-4.1, -6.3, 5.9], [2.8, 1.5, -3.3], [1.1, 0.7, -1.2], [-0.1, 0.1, 0.5], [-0.2, -0.1, 0.0], [0.8, 3.3, -0.1], [0.0, -0.2, -0.7], [0.2, 0.0, -0.2], [-0.1, 0.0, 0.0], [0.2, 0.0, 0.0], [-0.1, 0.2, 0.0], [0.2, -0.1, 0.1], [0.1, 0.0, 0.0], [-0.2, -0.1, 0.0], [-0.1, -0.1, -0.2], [0.2, 0.1, 0.0], [0.0, 0.0, 0.0], [0.1, 0.1, 0.0], [-0.1, 0.1, 0.1], [0.0, 0.1, 0.3], [-0.2, 0.1, 0.0], [0.0, 0.1, 0.2], [-0.1, 0.0, 0.0]], "total_energy_ev": -135179.896, "orbital_gap_ev": 8.3, "largest_force_ha_per_bohr": 0.185, "smiles": "CCO[C@@]1(CC(=O)O)C(=O)O[C@@](CCCCOC=O)(PP(=O)(O)O)[C@@]1(F)CCCCS(=O)(=O)Cl.CCOP(=O)(OCC)OCC.CCOP(=O)(OCC)OCC", "homo_energy_ha": -0.361}

***

2.
{"formula": "C8H21N4OPdSSi", "method": "the ωB97M-V functional and the def2-TZVPD basis", "symbols": ["Pd", "C", "C", "N", "N", "C", "S", "N", "N", "H", "H", "H", "H", "H", "H", "C", "Si", "C", "C", "H", "H", "H", "H", "H", "H", "H", "H", "H", "C", "C", "O", "H", "H", "H", "H", "H", "H"], "positions_angstrom": [[0.480, 0.261, 0.962], [0.704, 6.022, 1.933], [0.067, 4.835, 2.549], [-0.574, 4.813, 3.677], [-0.977, 3.514, 3.787], [-0.599, 2.723, 2.757], [-0.972, 1.098, 2.576], [0.097, 3.597, 1.968], [0.612, 3.346, 0.683], [0.484, 6.897, 2.540], [0.327, 6.167, 0.920], [1.787, 5.897, 1.871], [-1.502, 3.200, 4.581], [0.707, 2.293, 0.619], [1.579, 3.666, 0.697], [3.959, 0.127, 0.791], [2.389, -0.326, -0.236], [2.827, 0.540, -1.899], [2.766, -2.156, -0.677], [4.884, -0.150, 0.268], [3.948, -0.377, 1.761], [3.993, 1.204, 0.990], [3.795, 0.198, -2.289], [2.883, 1.627, -1.770], [2.064, 0.348, -2.659], [3.778, -2.271, -1.084], [2.055, -2.531, -1.420], [2.678, -2.796, 0.206], [-4.642, 0.178, -0.760], [-3.191, 0.407, -0.394], [-2.621, -0.841, -0.053], [-5.117, 1.116, -1.059], [-5.187, -0.235, 0.090], [-4.719, -0.529, -1.588], [-3.115, 1.108, 0.444], [-2.654, 0.855, -1.240], [-1.736, -0.671, 0.317]], "atomic_forces_ev_per_a": [[0.2, -0.1, 0.1], [0.0, 0.0, 0.0], [0.0, 0.0, 0.0], [0.0, 0.0, 0.0], [0.0, 0.0, 0.0], [0.0, 0.0, 0.0], [-0.2, 0.2, 0.1], [0.0, -0.1, 0.0], [0.1, 0.1, 0.1], [0.0, 0.0, 0.0], [0.0, 0.0, 0.0], [0.0, 0.0, 0.0], [0.0, 0.0, 0.0], [-0.3, -0.1, -0.2], [0.0, 0.0, 0.1], [0.0, 0.0, 0.0], [0.1, 0.0, -0.1], [0.0, 0.0, 0.0], [-0.1, 0.0, 0.0], [0.0, 0.0, 0.0], [0.0, 0.0, 0.0], [0.0, 0.0, 0.0], [0.0, 0.0, 0.0], [0.0, 0.0, 0.0], [0.0, 0.0, 0.0], [0.0, 0.0, 0.0], [0.0, 0.0, 0.0], [0.0, 0.0, 0.0], [0.0, 0.0, 0.0], [0.0, 0.0, -0.1], [-0.1, 0.0, 0.1], [0.0, 0.0, 0.0], [0.0, 0.0, 0.0], [0.0, 0.0, 0.0], [0.0, 0.0, 0.0], [0.0, 0.0, 0.0], [0.1, 0.0, -0.2]], "total_energy_ev": -38838.150, "orbital_gap_ev": 5.5, "charge": -1, "largest_force_ha_per_bohr": 0.006, "homo_energy_ha": -0.102, "de_lowest_kj_mol": 67.8}